Computed, not measured: a cluster of 4 separate species, C30H58IN2O8 in total, with ωB97M-V/def2-TZVPD.

Atoms and positions in Å:
C -2.84065 -6.61616 -4.36195
C -3.41970 -6.07917 -5.70265
C -2.41133 -5.11365 -6.38943
C -2.05289 -4.02461 -5.36191
O -1.50819 -2.86615 -6.03194
C -1.32589 -1.84888 -5.08369
C -2.43724 -0.72472 -5.02342
C -1.64917 0.30741 -4.16638
C -2.48367 1.58330 -3.94226
C -2.87924 1.84669 -2.46714
C -1.86567 1.34022 -1.44063
O -2.06878 0.31018 -0.83017
N -0.68679 2.16106 -1.25427
C -0.42627 2.47239 0.12494
C 0.28647 1.64789 0.98770
C 0.51948 2.01838 2.28437
C 0.05753 3.25308 2.80056
C -0.66530 4.05070 1.93792
C -0.90825 3.66081 0.62717
N -0.40121 0.41896 -5.00148
I -0.55001 1.34298 -6.87356
C -0.01726 -1.03362 -5.19257
C 1.22412 -1.47216 -4.34549
O 0.89319 -2.28790 -3.25156
C 1.24248 -3.65674 -3.41177
O 2.36334 -4.04624 -2.68200
C 2.53978 -3.32605 -1.45712
C 3.51162 -2.14045 -1.65709
O 4.45546 -2.11650 -0.59791
H -3.09094 -5.88917 -3.57753
H -3.26984 -7.58622 -4.09558
H -1.74621 -6.69199 -4.40043
H -4.29725 -5.46142 -5.46199
H -3.69068 -6.90106 -6.37098
H -2.82399 -4.67982 -7.30731
H -1.49997 -5.67682 -6.63586
H -1.26632 -4.43564 -4.71581
H -2.95550 -3.77564 -4.78268
H -1.40900 -2.29549 -4.08245
H -2.82168 -0.38344 -5.98967
H -3.27243 -1.12564 -4.43633
H -1.34495 -0.30832 -3.30674
H -3.39345 1.49185 -4.54423
H -1.92936 2.44943 -4.33655
H -2.92718 2.93968 -2.34717
H -3.88797 1.49758 -2.22325
H 0.12775 1.75984 -1.70782
H 0.68021 0.68852 0.65019
H 1.10007 1.39141 2.96020
H 0.26957 3.55741 3.82051
H -1.02993 5.00433 2.31578
H -1.49024 4.34876 0.01488
H 0.27636 1.01388 -4.52018
H 0.38473 -1.10637 -6.21070
H 1.63920 -0.53658 -3.91832
H 2.01182 -1.87691 -4.99068
H 1.46227 -3.88529 -4.46840
H 0.35000 -4.25773 -3.16166
H 3.05695 -4.01355 -0.77564
H 1.60222 -3.04978 -0.95963
H 4.06035 -2.37100 -2.58633
H 3.00795 -1.17636 -1.82594
H 5.34693 -2.10739 -0.95512
C 5.17758 2.57432 1.88830
C 4.54181 3.92369 1.59059
C 3.76391 4.44312 2.78801
O 3.66506 3.80512 0.46717
H 4.41062 1.82971 2.12229
H 5.72388 2.20832 1.01773
H 5.86769 2.63878 2.73095
H 5.31669 4.64032 1.31510
H 2.95451 3.75322 3.04221
H 3.30426 5.40549 2.55795
H 4.40698 4.56456 3.66137
H 2.97381 3.17415 0.70087
C -3.42599 -0.14323 5.76183
C -2.92616 1.09594 5.03585
C -2.82952 0.85964 3.53742
O -1.64160 1.46498 5.54256
H -2.73938 -0.98130 5.61275
H -3.48018 0.03819 6.83595
H -4.41538 -0.43717 5.40768
H -3.59861 1.93200 5.23375
H -2.12275 0.05323 3.31917
H -2.45230 1.74738 3.02695
H -3.80360 0.59140 3.12431
H -1.03548 0.73430 5.37503
C 1.47968 2.52660 9.63225
C 1.74479 1.52036 8.52309
C 1.98461 2.21742 7.19113
O 0.63605 0.63105 8.40519
H 0.58487 3.11581 9.41277
H 1.30122 2.01390 10.57807
H 2.32243 3.20842 9.75865
H 2.61289 0.91162 8.78024
H 1.10448 2.79627 6.89540
H 2.16557 1.48339 6.40317
H 2.84236 2.89045 7.24452
H -0.14026 1.15642 8.17686

Results
Calculated total energy = -59501.8554 eV
Net charge = +1
Largest force on an atom = 2.93 eV Å⁻¹